A:
The following is a DFT calculation (ωB97M-V with the def2-TZVPD basis set) of the ion C9H15N2O with charge +1.

Each line ends with the Löwdin charge.
Geometry (Å):
C 3.5521 0.0806 -0.3574  -0.03
C 2.7987 -1.0521 -0.6806  -0.05
C 2.8835 1.0705 0.4257  -0.01
C 1.4476 -1.2150 -0.2656  -0.07
C 1.5952 0.7998 0.9584  -0.03
C 0.8060 -0.2495 0.4941  -0.22
C -1.6312 1.7083 -0.2099  0.01
C -0.6748 -0.4761 0.9367  -0.22
C -1.7628 0.2544 -0.0038  -0.47
N -3.0907 -0.1348 0.2314  0.13
N -1.3020 -0.3985 -1.3786  0.25
O -0.9627 -1.8962 0.9504  -0.06
H 4.3752 0.2578 -0.9792  0.09
H 3.1688 -1.9060 -1.3079  0.13
H 3.3559 1.9303 0.7463  0.08
H 0.8429 -2.1204 -0.3158  0.12
H 1.1593 1.5371 1.6204  0.11
H -0.6076 1.9893 0.0803  0.09
H -2.3078 2.3231 0.2483  0.06
H -1.7773 1.9486 -1.3240  0.13
H -0.8752 -0.1464 1.9862  0.17
H -3.7697 0.6360 0.4364  0.14
H -3.2292 -0.8315 0.8906  0.07
H -0.2570 -0.4325 -1.3821  0.14
H -1.6684 -1.3927 -1.3134  0.19
H -1.7389 0.0283 -2.0839  0.09
H -0.3300 -2.3125 1.5971  0.15

## Properties
Kohn-Sham gap (eV): 10.177
Total charge: +1
HOMO (eV): -12.9
LUMO energy (eV): -2.71



B:
The following is a DFT calculation (ωB97M-V with the def2-TZVPD basis set) of a cluster of 3 separate species, C9H15N2O in total.

Each line ends with the Löwdin charge.
Geometry (Å):
C 1.7637 3.9940 0.0313  0.04
C 0.5765 3.4419 -0.5851  -0.02
C 2.0697 3.5064 1.2977  -0.08
C -0.0821 2.4268 0.0641  -0.01
C 1.4857 2.4196 1.8732  0.01
C 0.3908 1.7646 1.2143  -0.27
C -0.3037 0.7892 1.9406  0.26
C 0.7748 -2.0108 0.0062  0.00
C 0.4615 -1.5746 -1.2125  -0.56
N 1.1692 -0.8680 -2.1603  0.09
N -2.7433 -3.6934 -0.9243  0.01
O -0.8171 -1.8341 -1.6983  -0.02
H 2.3748 4.8332 -0.4011  0.15
H 0.3559 3.5938 -1.6077  0.11
H 2.7950 4.1200 1.8189  0.12
H -1.1291 2.2030 -0.2893  0.15
H 2.0586 2.0738 2.7963  0.16
H -1.2463 0.3318 1.4741  0.13
H 0.1539 0.3733 2.8602  0.11
H 0.0566 -2.7694 0.4439  0.08
H 1.7849 -1.7904 0.4438  0.07
H 2.2157 -0.7807 -2.1421  0.12
H 0.6579 -0.9766 -3.1670  0.18
H -2.7304 -4.0859 -1.8981  0.06
H -1.3687 -2.1780 -0.9792  0.03
H -3.6772 -3.5801 -0.5303  0.03
H -2.4056 -4.5545 -0.4878  0.03

## Properties
Kohn-Sham gap (spin up / spin down) (eV): 4.630 / 4.627
Total charge: +1
HOMO (spin up / spin down) (eV): -10.9 / -10.9
LUMO energy (spin up / spin down) (eV): -6.29 / -6.29



So which one is most stable? That would be A, about 246.2 kJ/mol below the next structure.



A:
The following is a DFT calculation (ωB97M-V with the def2-TZVPD basis set) of a cluster of 3 separate species, C9H15N2O in total.

Each line ends with the Löwdin charge.
Geometry (Å):
C -1.9208 -2.3716 -0.1618  0.00
C -2.7060 -1.2116 0.5363  -0.06
C -0.9717 -2.1268 -1.0139  -0.09
C -2.1802 0.1821 0.1823  -0.19
C -0.4514 -0.8168 -1.0613  0.06
C -0.9962 0.3284 -0.4211  -0.28
C -2.9798 1.2776 0.8083  -0.01
C -0.5584 1.7008 -0.8571  -0.04
C 1.8958 -0.1416 0.7021  -0.39
N 2.8905 0.4829 0.5124  0.21
N 5.4948 0.3745 0.3010  0.03
O 0.8325 -0.5701 1.0334  0.08
H -2.3883 -3.4306 -0.1381  0.16
H -3.7562 -1.4029 0.2474  0.15
H -0.3848 -2.9268 -1.5165  0.14
H -3.3715 0.8919 1.7928  0.11
H -2.5031 2.2805 0.8443  0.10
H -3.8070 1.4297 0.0622  0.13
H -1.3891 2.4175 -1.1917  0.11
H 0.1182 2.2895 -0.1074  0.13
H 0.1663 1.5613 -1.7091  0.09
H 3.8765 0.4233 0.1588  0.01
H -2.6811 -1.2983 1.6813  0.18
H 5.4891 0.8405 1.1296  0.00
H 0.5374 -0.7398 -1.7280  0.19
H 6.1023 -0.5001 0.3629  0.11
H 5.6421 1.0564 -0.4493  0.07

## Properties
Kohn-Sham gap (eV): 7.828
Total charge: +1
HOMO (eV): -13.1
LUMO energy (eV): -5.28



B:
The following is a DFT calculation (ωB97M-V with the def2-TZVPD basis set) of a cluster of 2 separate species, C9H15N2O in total.

Each line ends with the Löwdin charge.
Geometry (Å):
C 0.2355 2.3896 2.5220  -0.04
C -0.3377 1.1316 2.8759  -0.05
C 0.5855 2.7523 1.2090  -0.03
C -0.7239 0.3002 1.8507  -0.04
C 0.2605 1.8174 0.1902  -0.03
C -0.4202 0.6608 0.5152  -0.25
C 0.7067 -2.0126 -0.0938  -0.01
C 1.2706 -0.6043 -1.9491  0.05
C -0.7814 -0.1745 -0.5874  -0.27
N -0.4537 -2.2294 -2.0275  0.18
N 0.1564 -1.1779 -1.1279  -0.32
O -1.2661 0.4837 -1.7442  0.02
H 0.6048 2.8566 3.4710  0.13
H -0.3016 0.9841 3.9188  0.10
H 1.0878 3.7186 0.9736  0.13
H -1.3512 -0.6631 1.9836  0.12
H 0.4877 2.1011 -0.8151  0.11
H 1.7069 -1.5684 0.3564  0.17
H -0.1077 -2.0516 0.6546  0.10
H 0.9565 -2.9274 -0.4663  0.07
H 1.7314 -1.5357 -2.2098  0.11
H 0.7904 0.0867 -2.6964  0.14
H 1.8735 0.0482 -1.4372  0.07
H -2.7138 -1.2313 0.2054  0.19
H -0.9571 -1.7362 -2.7281  0.10
H -1.1982 -2.6091 -1.4849  0.09
H -1.8414 1.1909 -1.3589  0.15

## Properties
Kohn-Sham gap (spin up / spin down) (eV): 8.216 / 8.775
Total charge: +1
HOMO (spin up / spin down) (eV): -12.7 / -13.3
LUMO energy (spin up / spin down) (eV): -4.45 / -4.48



So which one is most stable? That would be A, about 390.9 kJ/mol below the next structure.



A:
The following is a DFT calculation (ωB97M-V with the def2-TZVPD basis set) of the molecule C10H16N2O5.

Each line ends with the Löwdin charge.
Geometry (Å):
C 0.4746 -1.0536 -1.0097  -0.29
C -0.4187 0.1373 -1.2320  -0.35
C -0.2153 -2.0139 -0.1142  -0.18
C 0.6768 -3.0400 0.4842  -0.12
C 1.2749 -4.0100 -0.5184  -0.49
C -1.3776 2.1034 -0.1517  -0.23
C -0.5971 3.0546 -1.1086  -0.40
C -1.7161 2.5393 1.4219  -0.02
C -0.2541 2.0452 2.0431  -0.10
C -0.1885 0.6964 1.3865  -0.17
H 2.0642 0.2130 -0.7930  0.15
H 2.3215 -1.2612 -0.2714  0.08
H 0.7630 -1.3065 -2.0628  0.17
H -0.4874 -1.2680 0.6828  0.10
H -1.1879 -2.3618 -0.3966  0.13
H -0.0572 -3.6021 1.1998  0.16
H 1.4330 -2.6238 1.2555  0.15
H 2.9521 -4.6874 -1.2673  0.14
H -2.5103 1.9212 -0.6178  0.20
H -2.5669 2.1537 1.7382  0.04
H -1.8832 3.5863 1.5624  0.09
H 0.5554 2.6449 1.5547  0.12
H -0.4115 2.0967 3.1354  0.11
H 0.7205 0.2783 1.1672  0.05
H -0.9244 0.0493 1.8772  0.12
H -0.9155 4.3914 -2.4435  0.12
N 1.6049 -0.5462 -0.1776  0.03
N -0.6477 0.9581 -0.0301  -0.04
O -0.9525 0.5523 -2.2272  0.11
O 0.5826 -4.5637 -1.3809  0.07
O 2.6167 -4.0603 -0.5885  0.09
O 0.6687 3.1559 -1.2645  0.03
O -1.3970 3.8211 -1.8532  0.11

## Properties
Kohn-Sham gap (eV): 9.570
Total charge: 0
HOMO (eV): -9.0
LUMO energy (eV): 0.54



B:
The following is a DFT calculation (ωB97M-V with the def2-TZVPD basis set) of the molecule C10H16N2O5.

Each line ends with the Löwdin charge.
Geometry (Å):
C 0.1316 0.9788 0.5282  -0.28
C -0.0509 -0.5183 0.2229  -0.40
C 0.4673 1.1624 2.0215  -0.14
C 0.7395 2.6589 2.4189  -0.08
C 0.9358 2.7236 3.9294  -0.58
C -0.6989 -2.2711 -1.2893  -0.17
C 0.6278 -3.1025 -1.4697  -0.43
C -1.3025 -2.1798 -2.6616  -0.14
C -0.5305 -1.0402 -3.3502  -0.14
C -0.6033 -0.0089 -2.2457  -0.09
H -1.0228 2.6868 0.4366  0.07
H -1.9764 1.2962 0.4365  0.09
H 0.9516 1.4375 -0.0876  0.16
H -0.4186 0.7813 2.5759  0.14
H 1.3880 0.6026 2.2269  0.12
H 1.6820 2.9654 1.9286  0.13
H -0.0986 3.2874 2.2345  0.10
H 2.5947 1.7504 3.8457  0.10
H -1.4084 -2.6876 -0.6901  0.13
H -2.3834 -1.9045 -2.5107  0.14
H -1.3056 -3.1127 -3.1865  0.11
H -1.0746 -0.5680 -4.2072  0.13
H 0.4827 -1.2576 -3.5581  0.10
H 0.3180 0.6291 -2.3470  0.14
H -1.5724 0.3855 -2.1678  0.10
H 0.9615 -2.6941 0.3807  0.07
N -1.1034 1.7147 0.1207  0.05
N -0.3559 -0.8806 -0.9942  0.03
O 0.0937 -1.3585 1.1479  0.02
O 0.1883 3.2647 4.6561  0.14
O 2.0386 2.2127 4.4567  0.14
O 0.9629 -3.7189 -2.4580  0.11
O 1.3421 -3.2343 -0.3441  0.12

## Properties
Kohn-Sham gap (eV): 10.283
Total charge: 0
HOMO (eV): -10.0
LUMO energy (eV): 0.30



So which one is most stable? That would be B, about 242.5 kJ/mol below the next structure.



A:
The following is a DFT calculation (ωB97M-V with the def2-TZVPD basis set) of a structure of composition C37H32F6N4O7PReS2.

Each line ends with the Löwdin charge.
Geometry (Å):
Re -0.0463 -0.4173 1.1422  1.69
C 3.9632 -0.3245 -0.3026  0.02
C 2.5555 0.1215 -0.0936  -0.37
O 1.9003 -0.5654 0.7784  -0.17
C 2.0237 1.2179 -0.7739  0.02
C 0.7885 1.8243 -0.5477  -0.27
C 0.4549 3.0860 -1.2776  -0.01
N -0.1096 1.3314 0.3323  -0.17
N -1.2050 2.1737 0.5806  0.11
C -2.0656 1.5461 1.3296  -0.42
O -1.8362 0.3444 1.8040  -0.21
C -3.3467 2.1793 1.6835  -0.15
C -4.2250 1.5283 2.5425  -0.02
C -5.4443 2.1072 2.8593  -0.07
C -5.7877 3.3394 2.3227  -0.07
C -4.9077 3.9977 1.4702  -0.07
C -3.6911 3.4220 1.1502  -0.03
H 4.5598 -0.0397 0.5674  0.11
H 4.4011 0.1215 -1.1919  0.09
H 3.9853 -1.4122 -0.3672  0.09
H 2.6712 1.7039 -1.4876  0.12
H 1.2560 3.3571 -1.9583  0.09
H 0.2759 3.8957 -0.5703  0.09
H -0.4747 2.9571 -1.8341  0.09
H -3.9493 0.5704 2.9629  0.10
H -6.1248 1.5979 3.5293  0.11
H -6.7378 3.7931 2.5738  0.11
H -5.1730 4.9619 1.0568  0.11
H -3.0011 3.9211 0.4835  0.11
C 1.1877 1.0042 5.6611  -0.02
C 1.2050 1.8958 4.5996  -0.02
C 0.8791 1.4433 3.3402  -0.09
N 0.5488 0.1606 3.0997  -0.08
C 0.5207 -0.6999 4.1309  -0.07
C 0.8368 -0.3124 5.4171  -0.01
H 1.4390 1.3320 6.6606  0.12
H 1.4645 2.9356 4.7379  0.12
H 0.8731 2.1143 2.4926  0.11
H 0.2381 -1.7119 3.8980  0.10
H 0.8038 -1.0443 6.2113  0.12
O -1.0578 -1.3247 -0.2623  -0.45
P -2.4474 -2.0347 -0.4135  0.94
C -2.3372 -3.0124 -1.8989  -0.29
C -3.4730 -3.6739 -2.3666  -0.07
C -3.3976 -4.4268 -3.5251  -0.05
C -2.1977 -4.5078 -4.2209  -0.05
C -1.0747 -3.8353 -3.7646  -0.06
C -1.1386 -3.0849 -2.6011  -0.08
C -3.6786 -0.7585 -0.6416  -0.28
C -3.3523 0.3261 -1.4584  -0.07
C -4.2989 1.3034 -1.7109  -0.06
C -5.5705 1.1980 -1.1589  -0.06
C -5.9004 0.1144 -0.3595  -0.06
C -4.9563 -0.8702 -0.0994  -0.06
C -2.9249 -3.0370 0.9921  -0.29
C -3.0356 -4.4213 0.8653  -0.07
C -3.3910 -5.1873 1.9647  -0.05
C -3.6259 -4.5785 3.1888  -0.05
C -3.5140 -3.1985 3.3179  -0.06
C -3.1692 -2.4261 2.2236  -0.09
H -4.4109 -3.6054 -1.8268  0.12
H -4.2719 -4.9521 -3.8849  0.11
H -2.1406 -5.1024 -5.1231  0.11
H -0.1405 -3.9068 -4.3054  0.12
H -0.2594 -2.5797 -2.2278  0.10
H -2.3606 0.4034 -1.8901  0.11
H -4.0470 2.1504 -2.3358  0.11
H -6.3064 1.9676 -1.3530  0.11
H -6.8914 0.0346 0.0673  0.11
H -5.2123 -1.7142 0.5271  0.11
H -2.8172 -4.9094 -0.0760  0.09
H -3.4664 -6.2617 1.8629  0.12
H -3.8943 -5.1800 4.0478  0.11
H -3.6992 -2.7255 4.2735  0.11
H -3.0759 -1.3497 2.3217  0.08
F -0.1290 -5.1775 3.1530  0.16
C 1.0344 -4.6135 2.8756  -0.66
F 1.9736 -5.5222 2.7813  0.18
F 1.3577 -3.7643 3.8766  0.12
S 0.9137 -3.6026 1.3134  0.65
O 0.1630 -2.4434 1.8572  -0.46
O 2.2587 -3.3615 0.9095  -0.24
N -0.0301 -4.2784 0.2927  -0.27
S 0.2144 -5.7053 -0.4103  0.61
O 0.6198 -6.7009 0.5293  -0.25
O -0.8830 -5.9370 -1.2905  -0.26
C 1.6754 -5.4470 -1.5351  -0.68
F 2.8080 -5.6469 -0.8870  0.16
F 1.5918 -6.3026 -2.5435  0.16
F 1.6759 -4.2043 -2.0302  0.12

## Properties
Kohn-Sham gap (spin up / spin down) (eV): 6.732 / 6.970
⟨S²⟩: 0.766
2S+1: 2
Total charge: +1
HOMO (spin up / spin down) (eV): -10.8 / -11.1
LUMO energy (spin up / spin down) (eV): -4.09 / -4.13



B:
The following is a DFT calculation (ωB97M-V with the def2-TZVPD basis set) of a structure of composition C37H32F6N4O7PReS2.

Each line ends with the Löwdin charge.
Geometry (Å):
Re 1.2449 0.5936 0.5900  1.69
C 4.8016 0.2246 -1.4822  0.02
C 3.5902 0.9684 -1.0366  -0.37
O 3.1029 0.5052 0.1173  -0.22
C 3.0515 2.0160 -1.7150  0.01
C 1.9210 2.7990 -1.3084  -0.28
C 1.6680 4.1206 -1.9584  -0.01
N 1.1305 2.3720 -0.3578  -0.12
N 0.0941 3.2253 0.0398  0.12
C -0.6786 2.6220 0.8812  -0.40
O -0.4052 1.4135 1.3605  -0.22
C -1.9256 3.2547 1.3425  -0.15
C -2.7514 2.5829 2.2385  -0.02
C -3.9484 3.1549 2.6415  -0.07
C -4.3177 4.4021 2.1591  -0.07
C -3.4880 5.0810 1.2740  -0.07
C -2.2978 4.5094 0.8619  -0.02
H 5.5717 0.2950 -0.7127  0.11
H 5.1851 0.6102 -2.4227  0.09
H 4.5574 -0.8364 -1.5911  0.07
H 3.5735 2.3422 -2.6023  0.12
H 2.3706 4.2898 -2.7694  0.08
H 1.7613 4.9213 -1.2236  0.10
H 0.6458 4.1671 -2.3335  0.09
H -2.4519 1.6148 2.6169  0.11
H -4.5898 2.6304 3.3374  0.11
H -5.2491 4.8511 2.4784  0.11
H -3.7729 6.0578 0.9057  0.11
H -1.6470 5.0235 0.1679  0.11
C 3.0343 2.5585 4.7121  -0.03
C 3.5165 2.9877 3.4852  -0.02
C 3.0114 2.4181 2.3359  -0.08
N 2.0669 1.4662 2.3672  -0.08
C 1.5961 1.0544 3.5529  -0.09
C 2.0586 1.5755 4.7437  -0.02
H 3.4157 2.9838 5.6306  0.12
H 4.2754 3.7528 3.4125  0.12
H 3.3621 2.7177 1.3582  0.12
H 0.8391 0.2845 3.5229  0.11
H 1.6572 1.2078 5.6767  0.12
O 0.1709 -0.3556 -0.7515  -0.44
P -1.1878 -1.0062 -1.1114  0.91
C -0.9677 -1.7932 -2.6878  -0.28
C -2.0666 -2.0039 -3.5207  -0.06
C -1.8911 -2.6692 -4.7219  -0.06
C -0.6269 -3.1169 -5.0872  -0.05
C 0.4650 -2.9013 -4.2591  -0.05
C 0.2990 -2.2382 -3.0541  -0.08
C -2.4447 0.2555 -1.2612  -0.28
C -2.1444 1.3612 -2.0605  -0.07
C -3.0979 2.3405 -2.2670  -0.06
C -4.3515 2.2237 -1.6782  -0.05
C -4.6576 1.1226 -0.8945  -0.06
C -3.7091 0.1300 -0.6908  -0.06
C -1.6628 -2.1940 0.1222  -0.28
C -1.6711 -3.5532 -0.1797  -0.05
C -2.0259 -4.4678 0.8013  -0.06
C -2.3739 -4.0261 2.0682  -0.07
C -2.3495 -2.6694 2.3757  -0.06
C -1.9903 -1.7505 1.4077  -0.09
H -3.0493 -1.6478 -3.2349  0.11
H -2.7370 -2.8370 -5.3745  0.11
H -0.4943 -3.6374 -6.0266  0.11
H 1.4460 -3.2585 -4.5431  0.12
H 1.1401 -2.0759 -2.3970  0.07
H -1.1678 1.4460 -2.5235  0.11
H -2.8653 3.2001 -2.8818  0.11
H -5.0930 2.9960 -1.8345  0.11
H -5.6370 1.0304 -0.4449  0.11
H -3.9564 -0.7375 -0.0939  0.11
H -1.3661 -3.9003 -1.1574  0.11
H -2.0169 -5.5253 0.5751  0.12
H -2.6542 -4.7430 2.8289  0.12
H -2.6042 -2.3343 3.3725  0.11
H -1.9529 -0.6912 1.6437  0.10
F 0.3709 -4.1117 2.3860  0.16
C 1.5240 -3.5653 2.7385  -0.66
F 2.4170 -4.4966 2.9916  0.18
F 1.3369 -2.8271 3.8370  0.14
S 2.1432 -2.4361 1.3884  0.65
O 1.3111 -1.2262 1.6622  -0.46
O 3.5401 -2.2780 1.6181  -0.23
N 1.6644 -2.9221 -0.0008  -0.28
S 2.1129 -4.2957 -0.6944  0.61
O 2.5405 -5.2766 0.2519  -0.24
O 1.1531 -4.5990 -1.7079  -0.26
C 3.6240 -3.7888 -1.6262  -0.67
F 4.6032 -3.4469 -0.8012  0.15
F 4.0220 -4.7918 -2.3950  0.17
F 3.3489 -2.7288 -2.4031  0.11

## Properties
Kohn-Sham gap (spin up / spin down) (eV): 6.990 / 6.993
⟨S²⟩: 0.768
2S+1: 2
Total charge: +1
HOMO (spin up / spin down) (eV): -10.8 / -10.9
LUMO energy (spin up / spin down) (eV): -3.80 / -3.95



So which one is most stable? That would be B, about 22.3 kJ/mol below the next structure.